(1)
DFT (ωB97M-V/def2-TZVPD) results for an isolated ion of composition C2H4NO3 and charge -1 in a non-equilibrium geometry.

Computed properties:
SMILES: NC(=O)OC[O-]
Total charge: -1

```
10
Properties=species:S:1:pos:R:3:forces:R:3:lowdin_charge:R:1
N -0.63822 1.23627 0.33001 0.98 -1.66 0.08 0.12
C -0.00705 0.62612 -0.76136 -0.45 -0.18 0.86 -0.71
O 0.15268 1.26032 -1.79841 0.05 -0.20 -0.26 -0.03
O 0.35571 -0.64244 -0.60451 0.11 0.64 0.03 -0.07
C 0.52352 -1.42571 0.91294 -0.10 -0.41 0.56 -0.38
O -0.34696 -1.14435 1.79984 0.17 0.41 -0.35 -0.23
H -0.72762 0.59060 1.15228 -0.44 0.92 -0.67 0.07
H -1.14547 2.07380 0.10457 0.01 -0.17 0.37 0.07
H 1.59293 -1.15002 1.11522 -0.41 0.18 -0.27 0.09
H 0.47657 -2.46865 0.51654 0.07 0.46 -0.33 0.08
```
Forces are in eV/Å.


(2)
DFT (ωB97M-V/def2-TZVPD) results for a 5-piece molecular cluster, C2H14N4O5 overall in a non-equilibrium geometry.

Computed properties:
SMILES: NC(N)=O.NC(N)=O.O.O.O

```
25
Properties=species:S:1:pos:R:3:forces:R:3:lowdin_charge:R:1
N -3.46937 -0.22425 1.17406 -2.53 2.44 -3.35 0.15
C -2.86260 -0.66528 2.23183 -0.55 4.36 3.33 -0.80
N -2.40393 -1.82644 1.96540 3.05 -5.66 0.57 0.15
O -2.76942 0.02182 3.25487 0.41 -1.25 -0.34 0.04
H -3.35771 -0.77491 0.33477 -0.24 0.98 -0.16 0.10
H -3.55309 0.78173 1.14097 -0.25 -0.22 -0.41 0.13
H -2.71490 -2.28064 1.11858 0.36 -0.37 0.65 0.12
H -1.90069 -2.31747 2.69048 -0.28 -0.28 -0.27 0.13
N 2.43316 0.01949 -1.47770 -1.10 -6.33 1.64 0.17
C 2.43585 1.15121 -2.06174 -1.89 2.04 -1.23 -0.82
N 3.39336 1.87147 -1.59371 4.67 4.07 1.20 0.16
O 1.56381 1.55527 -2.80303 -1.01 0.27 -1.17 0.04
H 3.22485 -0.41532 -1.02575 -0.30 0.34 -0.10 0.12
H 1.61985 -0.55578 -1.64411 0.50 -0.23 -0.03 0.06
H 4.06563 1.47946 -0.94990 -0.25 0.28 -0.17 0.11
H 3.57119 2.82052 -1.88999 -0.23 -0.35 -0.17 0.12
O 0.09362 -1.60142 -1.84446 -0.26 -0.17 -0.05 -0.03
H -0.44902 -1.45261 -2.61881 -0.07 0.23 -0.42 0.08
H -0.14272 -2.48144 -1.55129 0.06 -0.31 0.16 0.07
O 0.60986 1.97194 2.00250 0.28 0.67 0.75 -0.07
H 0.21797 1.30935 1.43362 -0.10 -0.26 -0.34 -0.05
H 1.16303 2.49195 1.41957 0.10 0.11 -0.11 0.02
O -0.16133 0.05063 0.39108 -0.27 -0.14 0.04 -0.04
H -0.47624 -0.73579 0.83674 -0.15 -0.20 0.30 0.03
H -0.13123 -0.19353 -0.53397 0.05 -0.01 -0.32 0.01
```
Forces are in eV/Å.


HOMO readings, ordered: -4.088; -9.737 eV
Energy above the lowest of the compared OMol25 structures with the same formula, charge and spin readings, ordered: 105.7; 174.6 kJ/mol
Total energy readings, ordered: -359.14061; -679.84516 Ha